Molecular formula: C14H13N3O4S
Method: DFT, the ωB97M-V functional and the def2-TZVPD basis

Calculated values
E_HOMO = -8.8 eV
maximum force = 1.47 eV Å⁻¹
electronic energy = -38220.828 eV
frontier orbital gap = 8.6 eV
relative energy (zero: lowest compared OMol25 entry of this formula, charge and spin) = 4.0075 eV

Atoms and positions in Å:
1 C -3.815 1.200 1.098
2 C -2.451 1.332 0.444
3 H -2.519 1.752 -0.558
4 C -1.709 -0.006 0.457
5 O -1.888 -0.834 1.318
6 N -0.850 -0.121 -0.591
7 C -0.024 -1.184 -0.922
8 C 0.009 -2.376 -0.204
9 C 0.866 -3.384 -0.621
10 C 1.693 -3.240 -1.728
11 C 1.652 -2.052 -2.435
12 C 0.805 -1.035 -2.039
13 H 0.770 -0.110 -2.596
14 H 2.283 -1.918 -3.300
15 H 2.342 -4.051 -2.016
16 N 0.900 -4.623 0.119
17 O 1.671 -5.481 -0.260
18 O 0.161 -4.737 1.072
19 H -0.619 -2.523 0.661
20 H -0.776 0.708 -1.197
21 S -1.503 2.533 1.488
22 C 0.066 2.872 0.777
23 C 1.048 3.315 1.659
24 C 2.289 3.705 1.206
25 C 2.542 3.635 -0.160
26 C 1.554 3.188 -0.999
27 N 0.331 2.828 -0.555
28 O -0.540 2.432 -1.403
29 H 1.675 3.113 -2.069
30 H 3.496 3.922 -0.570
31 H 3.043 4.049 1.894
32 H 0.798 3.342 2.707
33 H -4.283 2.173 1.218
34 H -4.450 0.573 0.477
35 H -3.711 0.727 2.072

---

Molecular formula: C5H8O2
Method: DFT, the ωB97M-V functional and the def2-TZVPD basis

Calculated values
E_HOMO = -9.3 eV
SMILES = C1OC[C@@H]2C[C@H]2O1
maximum force = 5.17 eV Å⁻¹
electronic energy = -9403.648 eV
frontier orbital gap = 10.3 eV
relative energy (zero: lowest compared OMol25 entry of this formula, charge and spin) = 6.1845 eV

Atoms and positions in Å:
1 C -0.876 0.037 1.569
2 C -0.969 -1.033 -0.742
3 C -0.062 0.195 -1.054
4 C 1.605 0.703 -1.140
5 C 0.893 0.325 0.090
6 H -0.287 -0.720 2.223
7 H -1.580 0.492 2.375
8 H -0.498 -1.980 -0.521
9 H -1.981 -1.216 -1.325
10 H -0.703 1.207 -0.974
11 H 2.498 0.141 -1.481
12 H 1.618 1.988 -1.114
13 H 1.425 -0.593 0.307
14 O -1.562 -0.434 0.470
15 O 0.480 0.889 1.318

---

Molecular formula: C5H10O
Method: DFT, the ωB97M-V functional and the def2-TZVPD basis

Calculated values
E_HOMO (spin up / spin down) = -7.2 / -7.3 eV
maximum force = 1.59 eV Å⁻¹
electronic energy = -7390.867 eV
frontier orbital gap (spin up / spin down) = 8.2 / 8.3 eV
relative energy (zero: lowest compared OMol25 entry of this formula, charge and spin) = 3.8982 eV

Atoms and positions in Å:
1 C 0.884 -2.399 -0.078
2 C 0.670 -1.073 0.653
3 C -0.488 -0.310 0.113
4 O -1.125 0.543 0.930
5 C -1.368 1.613 0.147
6 C -0.283 2.352 -0.562
7 H -0.013 -3.025 -0.030
8 H 1.717 -2.968 0.348
9 H 1.111 -2.234 -1.137
10 H 0.485 -1.242 1.725
11 H 1.603 -0.488 0.614
12 H -0.930 -0.492 -0.858
13 H -2.333 2.075 0.340
14 H 0.682 1.944 -0.231
15 H -0.316 3.425 -0.317
16 H -0.295 2.281 -1.659

---

Molecular formula: C25H32N2O3
Method: DFT, the ωB97M-V functional and the def2-TZVPD basis

Calculated values
E_HOMO = -7.0 eV
maximum force = 15.88 eV Å⁻¹
electronic energy = -35547.641 eV
frontier orbital gap = 7.4 eV
relative energy (zero: lowest compared OMol25 entry of this formula, charge and spin) = 21.4019 eV

Atoms and positions in Å:
1 C -1.964 3.555 -4.406
2 H -2.657 4.002 -3.699
3 O -1.012 2.601 -3.642
4 C -1.500 1.694 -2.960
5 C -2.903 1.351 -2.882
6 C -3.178 0.524 -1.921
7 C -2.236 -0.101 -1.270
8 C -0.772 -0.150 -1.513
9 C -0.376 0.890 -2.392
10 O 0.772 1.261 -2.680
11 C 2.097 0.528 -2.057
12 C 2.382 0.826 -0.742
13 C 3.150 1.920 -0.787
14 N 4.599 1.617 -1.137
15 C 4.436 0.531 -2.364
16 C 3.119 0.997 -3.055
17 H 2.944 0.289 -4.000
18 H 3.011 1.989 -3.378
19 H 5.293 0.643 -2.865
20 H 4.482 -0.299 -1.857
21 C 5.699 1.285 -0.389
22 C 6.243 2.815 0.398
23 H 7.151 2.518 0.940
24 H 6.296 3.582 -0.347
25 H 5.569 2.755 1.070
26 C 5.350 0.220 0.811
27 H 4.928 -0.635 0.175
28 H 6.395 0.004 1.429
29 H 4.618 0.735 1.419
30 H 6.411 1.039 -0.926
31 H 2.980 2.796 -1.122
32 H 3.460 2.206 0.309
33 H 1.321 1.232 -0.148
34 H 2.509 0.019 -0.267
35 H 1.653 -0.519 -2.294
36 H 0.048 -0.689 -0.817
37 C -2.596 -1.556 -0.343
38 O -3.662 -1.799 -0.325
39 N -1.742 -1.597 0.793
40 H -0.868 -0.864 0.993
41 C -2.219 -2.449 1.879
42 C -2.202 -1.680 3.224
43 C -2.985 -0.713 3.383
44 C -3.163 -0.315 4.675
45 C -2.340 -1.151 5.720
46 C -1.905 -2.346 5.523
47 C -1.822 -2.657 4.154
48 C -1.195 -3.875 3.573
49 H -1.533 -4.890 3.773
50 H 0.116 -3.963 3.986
51 C -0.900 -3.619 2.092
52 H 0.042 -3.118 1.859
53 H -1.056 -4.626 1.554
54 H -1.398 -2.777 6.285
55 H -2.677 -0.733 6.888
56 H -3.620 0.656 5.223
57 H -3.515 -0.261 2.591
58 H -2.942 -3.007 1.452
59 H -4.130 0.203 -1.584
60 H -3.705 2.231 -2.981
61 H -1.410 4.105 -5.121
62 H -2.602 2.959 -5.069